Entry 1:
This record from the OMol25 dataset describes a molecular structure, C18H21MoN5O5. The level of theory is the ωB97M-V functional and the def2-TZVPD basis.

Positions of all 50 atoms, in Å:
H: -3.3815 -1.7647 -1.4363
H: 2.6932 -0.2921 -4.5167
H: -2.4861 -2.9946 0.3928
H: 1.8452 1.8716 -0.4651
N: 1.0629 -0.8683 1.7079
H: 2.5919 1.9418 2.0116
C: -0.3438 1.4155 -2.9537
O: -2.3151 2.6805 -2.0438
H: -0.6310 2.4350 -4.8502
C: -0.0257 1.7192 -4.3093
C: 1.8233 0.2053 -4.1119
C: 2.8444 -0.5759 3.2480
C: 2.5336 -1.7922 3.8329
O: 1.4709 1.3124 -6.1322
N: -0.4775 -2.4079 0.1626
H: -1.7008 -3.7343 -0.9840
O: 1.6971 -1.3301 -0.8504
H: 0.0047 1.7921 1.7574
H: -2.2952 -1.0149 1.3021
C: 2.4768 1.0676 1.3676
H: 3.6699 0.0229 3.6083
H: -2.3713 0.3832 -1.2064
C: -1.9029 -0.2004 0.7107
H: -0.1760 -3.9015 1.6567
H: -1.8353 -1.7171 -2.2969
C: 1.0656 1.1074 -4.8874
N: 1.4792 1.3342 0.3153
O: -0.3789 2.7315 -0.0782
C: -1.7872 -2.8073 -0.4197
C: 0.7909 -2.0750 2.2351
N: -1.9463 -0.3822 -0.7015
N: 0.3777 0.5061 -2.1952
H: 3.4349 0.8782 0.8816
C: 1.5095 -2.5667 3.3039
C: -1.3864 2.1111 -2.4201
C: 1.4406 -0.0539 -2.8266
H: -1.2625 -2.5970 2.1037
H: 1.2809 -3.5419 3.7114
C: 2.2427 -1.0557 -2.0198
Mo: 0.1036 -0.2544 -0.1313
H: 0.2897 -2.8241 -0.3676
H: -2.2878 0.7623 1.0212
O: 3.2740 -1.5034 -2.4291
H: -0.5555 3.5173 0.4550
H: 3.1071 -2.1524 4.6766
C: 0.1428 1.7003 0.6826
C: 2.1019 -0.1526 2.1613
H: 0.9193 1.9441 -6.6124
C: -0.3327 -2.8247 1.5812
C: -2.3006 -1.6894 -1.3111

Calculated values
**Multiplicity**: 3
**Lowest unoccupied orbital energy (alpha / beta)**: -6.01 / -7.40 eV
**⟨S²⟩**: 2.0276
**Total charge**: +2

Entry 2:
This record from the OMol25 dataset describes a single C5H14N2 molecule. The level of theory is the ωB97M-V functional and the def2-TZVPD basis.

Positions of all 21 atoms, in Å:
H: 0.9676 1.6833 -0.2092
N: -0.3467 -1.2412 0.9810
H: -0.2087 0.8747 1.6625
C: 0.7740 0.5814 -0.2881
C: -1.5296 1.0974 -1.0950
H: 2.3651 -0.7378 1.6991
C: 1.6807 0.0091 1.9911
H: 2.2039 0.9994 1.9664
H: 1.6278 -0.1016 -0.7767
C: -0.3503 -0.8857 -2.0905
H: -2.3646 1.0233 -1.9144
H: -0.1473 -1.7476 1.9034
H: -0.5901 -0.8307 -3.1410
H: 1.3150 -0.1019 3.0325
C: 0.3628 0.0181 1.0935
H: -1.5677 2.1152 -0.6954
H: -1.1247 -1.3541 -1.4984
H: -1.3391 -0.9915 0.8839
H: 0.5596 -1.5884 -1.9352
N: -0.2467 0.5486 -1.4268
H: -2.0408 0.6300 -0.1427

Calculated values
**SMILES string**: C[C@H](N)CN(C)C
**Multiplicity**: 1
**Lowest unoccupied orbital energy**: 1.00 eV
**Total charge**: 0

Entry 3:
This record from the OMol25 dataset describes a molecular structure, C35H31GeN2OPtS2. The level of theory is the ωB97M-V functional and the def2-TZVPD basis.

Positions of all 73 atoms, in Å:
C: 2.7476 -0.0588 1.3505
C: -1.5489 1.2937 1.1626
C: 1.6997 4.1661 0.9515
H: -4.0796 2.1443 -3.1473
C: -3.3412 4.0362 -2.4612
C: -1.0814 -4.0387 -2.1062
H: -4.0483 -0.9614 0.6767
H: 0.9146 -2.8354 3.3083
C: 0.9991 3.1823 1.6419
C: -0.7771 -1.3245 -2.0732
C: -4.3130 1.0058 1.5007
H: 4.5326 -1.1813 1.7218
Pt: 0.6945 1.5422 -1.5275
S: 3.2775 -0.3156 -2.3967
C: -2.0909 2.0013 -2.3296
H: -0.3117 4.5696 -1.0461
H: -1.2067 -5.1140 -2.1130
C: 1.2374 4.4908 3.6663
C: 1.1652 -4.4269 -0.9892
H: 1.2912 -5.8853 0.6084
C: -2.1966 0.1105 0.7995
O: 4.7052 -0.2835 -2.6692
C: 2.3730 -3.6629 -0.4500
H: 3.2737 0.7088 0.7962
H: 0.2683 2.5894 3.5828
C: 2.1551 5.3057 1.6021
H: 1.1315 -1.6335 -1.1717
C: -2.1069 -3.2621 -2.5971
H: 2.0989 -2.9677 0.3472
C: 1.3648 0.0237 1.5239
C: 1.6462 -5.3923 -2.0811
C: -1.1177 4.0168 -1.5089
C: 1.9169 5.4730 2.9577
H: 2.8812 -3.1021 -1.2352
H: -2.3431 5.7636 -1.6842
H: 0.8345 -6.0175 -2.4565
C: 3.4614 -1.1283 1.8696
H: -5.3826 0.8968 1.6297
C: 2.8032 -2.1303 2.5725
Ge: 0.3533 1.5369 0.8254
H: 2.4188 -6.0523 -1.6814
C: -1.9587 -1.8769 -2.5596
H: -3.0120 -3.7208 -2.9731
H: 2.7022 6.0596 1.0501
C: -2.3133 2.3276 1.7014
C: -3.5658 -0.0355 0.9651
H: 1.9214 4.0299 -0.1017
C: -2.2737 4.6992 -1.8728
C: 1.4312 -2.0594 2.7567
H: -1.8410 3.2634 1.9775
H: 1.0636 4.6072 4.7286
H: -4.2633 2.9992 2.2895
H: 0.1741 -4.5556 0.9444
C: 0.1055 -3.4937 -1.5721
H: 3.0919 -4.3723 -0.0357
H: 3.3618 -2.9663 2.9749
C: -3.2503 2.6752 -2.6935
C: 0.2558 -2.1193 -1.5752
H: -1.6291 -0.7176 0.3877
C: 0.5428 -5.2253 0.1645
C: -1.9170 0.5669 -2.4728
H: -4.2380 4.5766 -2.7330
C: 0.7876 3.3533 3.0122
N: 2.6407 0.8701 -1.7824
H: -0.3561 -0.9431 2.3861
C: -0.9913 2.6464 -1.7289
C: 0.7157 -0.9888 2.2315
H: 2.2692 6.3617 3.4659
C: -3.6848 2.1847 1.8718
N: -0.7843 0.0631 -2.0783
H: -0.2905 -5.8437 -0.1732
S: -3.0642 -0.6046 -3.0010
H: 2.0704 -4.8446 -2.9247

Calculated values
**Multiplicity**: 2
**Lowest unoccupied orbital energy (alpha / beta)**: -0.82 / -1.06 eV
**⟨S²⟩**: 0.7535
**Total charge**: 0

Entry 4:
This record from the OMol25 dataset describes 3 unconnected molecules or ions with the total composition C2H9NO2. The level of theory is the ωB97M-V functional and the def2-TZVPD basis.

Positions of all 14 atoms, in Å:
H: 0.5084 -0.0042 -0.1243
H: 0.4843 1.1555 -3.8771
O: -1.1417 -1.1507 1.7674
O: -0.1962 0.4589 3.3240
H: 0.9619 -1.0243 -2.7051
H: -0.8230 -0.6260 2.6190
C: 1.0030 -0.0751 -2.1793
H: -0.6047 0.3861 -1.2464
H: -0.9441 -0.5197 1.0843
H: 0.2698 1.9716 -2.2088
C: 0.5029 1.0916 -2.7942
N: -0.0067 -0.3711 -0.9233
H: 2.0099 -0.0389 -1.7448
H: 0.6137 0.7761 2.9135

Calculated values
**Multiplicity**: 1
**Lowest unoccupied orbital energy**: -4.67 eV
**Total charge**: 0

Max |F| readings, ordered: 0.3, 3.3, 0.9, 3.2 eV/Å